The following is a DFT calculation (ωB97M-V/def2-TZVPD) of C42H70CaGeN5O3S as an isolated structure at a distorted geometry.

XYZ file:
```
123
Properties=species:S:1:pos:R:3:forces:R:3
Ca -0.3328 0.3447 -0.5668 0.56 0.67 0.76
C -1.6214 -1.8046 -3.8535 -0.11 -0.04 0.13
C -1.1732 -0.3561 -3.7211 -0.06 0.10 0.00
C -1.8272 0.4598 -4.8361 -0.02 0.15 0.12
C 0.3459 -0.2942 -3.8498 -0.01 0.11 0.23
O -1.5546 0.1397 -2.4126 -0.26 -0.05 -0.80
Ge -2.2418 1.9725 -2.1328 -0.36 0.04 -0.28
O -0.4720 2.5435 -1.7916 0.19 -0.21 0.15
C 0.0401 3.7404 -2.3993 -0.20 0.10 -0.10
C -0.1942 3.7189 -3.9120 -0.02 -0.07 -0.02
C -0.6581 4.9572 -1.7983 -0.10 -0.02 0.03
C 1.5372 3.8265 -2.1449 0.03 -0.11 0.06
O -2.4098 1.4637 -0.2969 0.00 0.01 -0.08
C -3.6917 1.1606 0.2919 -0.18 -0.02 -0.13
C -4.7945 1.0955 -0.7663 0.10 0.05 -0.13
C -3.5932 -0.1934 0.9726 0.22 -0.04 -0.06
C -4.0511 2.2175 1.3268 0.04 0.01 0.01
H -1.2269 -2.2348 -4.7798 -0.06 0.03 0.08
H -1.2496 -2.3958 -3.0151 0.00 -0.05 0.02
H -2.7123 -1.8708 -3.8772 0.03 -0.02 0.04
H -1.5947 0.0170 -5.8074 0.00 0.01 0.04
H -2.9132 0.4707 -4.7100 0.06 0.00 -0.04
H -1.4701 1.4947 -4.8384 -0.06 -0.15 -0.05
H 0.6665 -0.5822 -4.8542 0.00 -0.02 0.04
H 0.7089 0.7140 -3.6368 0.00 -0.10 -0.04
H 0.8158 -0.9833 -3.1343 -0.03 0.08 -0.09
H -1.2641 3.7147 -4.1430 0.10 0.02 -0.01
H 0.2513 4.6031 -4.3753 -0.03 -0.03 0.02
H 0.2666 2.8304 -4.3534 -0.02 0.09 0.03
H -1.7350 4.9178 -1.9970 0.10 0.03 0.03
H -0.5089 4.9736 -0.7191 0.00 0.02 0.02
H -0.2599 5.8819 -2.2267 -0.05 -0.06 0.04
H 2.0359 2.9790 -2.6118 0.06 -0.02 0.00
H 1.9384 4.7520 -2.5705 -0.05 -0.08 0.07
H 1.7493 3.8061 -1.0749 0.01 0.00 -0.02
H -4.5424 0.3621 -1.5404 -0.05 0.04 0.06
H -5.7367 0.7994 -0.3027 0.01 -0.02 0.01
H -4.9384 2.0673 -1.2449 -0.04 -0.07 0.02
H -3.3285 -0.9462 0.2280 -0.03 -0.01 0.07
H -2.8260 -0.1667 1.7479 0.01 -0.03 0.02
H -4.5439 -0.4717 1.4330 0.03 -0.01 -0.02
H -4.0879 3.2102 0.8724 0.00 -0.03 0.03
H -5.0326 1.9911 1.7516 0.03 0.03 0.00
H -3.3187 2.2244 2.1363 -0.06 0.01 -0.04
C -1.4218 4.1710 1.9368 0.06 -0.04 0.00
C -0.1714 3.6094 2.6174 -0.19 -0.20 -0.15
C 0.9137 3.3301 1.5868 -0.01 0.01 0.21
C -0.4501 2.4986 3.6375 0.09 -0.06 -0.04
C -0.9479 2.9781 4.8506 0.01 0.05 0.08
C -1.0173 2.2075 5.9955 -0.01 -0.02 0.00
C -0.4165 0.9585 5.9725 0.02 -0.03 0.04
C 0.0758 0.4244 4.7909 0.15 -0.01 -0.12
C 1.0239 -0.7792 4.8972 -0.07 0.11 0.22
C 0.4256 -1.9812 5.6322 -0.05 0.01 -0.06
C 2.3194 -0.3322 5.5923 -0.03 0.03 0.00
C -0.1308 1.1192 3.5551 0.09 -0.11 -0.01
N -0.0086 0.4065 2.3255 0.10 0.10 -0.05
C -0.4050 -0.8697 2.4456 0.07 0.13 -0.16
C -0.2818 -1.9163 1.5169 0.08 0.00 0.03
N 0.0673 -1.8269 0.2390 -0.07 -0.57 0.00
C 0.0579 -3.0549 -0.4984 0.02 -0.02 0.19
C -1.0946 -3.8656 -0.5998 -0.04 0.10 -0.01
C -1.0463 -4.9992 -1.4094 -0.01 0.01 -0.04
C 0.0991 -5.3594 -2.0949 -0.01 0.01 -0.01
C 1.2468 -4.5992 -1.9328 -0.01 -0.03 -0.06
C 1.2489 -3.4639 -1.1331 0.02 0.08 0.05
C 2.5592 -2.7568 -0.8342 -0.05 -0.19 -0.04
C 3.4863 -2.6598 -2.0445 0.01 0.00 -0.03
C 3.2631 -3.4660 0.3303 -0.04 0.03 0.04
C -2.3971 -3.5960 0.1459 -0.03 -0.16 -0.15
C -2.7090 -4.7428 1.1132 0.00 -0.02 0.03
C -3.5826 -3.3517 -0.7928 0.05 -0.12 0.02
H -1.1926 5.1414 1.4904 0.00 -0.01 -0.04
H -2.2327 4.3192 2.6533 0.02 -0.03 -0.04
H -1.7665 3.4999 1.1486 0.03 0.04 0.03
H 0.2247 4.4093 3.2441 0.03 0.10 0.10
H 0.5741 2.6386 0.8259 -0.03 -0.14 -0.19
H 1.8146 2.9291 2.0522 0.03 -0.04 0.00
H 1.1772 4.2642 1.0893 0.02 0.02 -0.04
H -1.2558 4.0208 4.8952 0.02 -0.10 -0.02
H -1.4476 2.6043 6.9081 0.07 -0.01 -0.05
H -0.2934 0.4049 6.9000 -0.01 0.05 -0.10
H 1.2976 -1.1055 3.8986 0.04 -0.03 -0.08
H 0.2131 -1.7381 6.6772 0.01 -0.04 -0.08
H 1.1247 -2.8217 5.6198 -0.03 0.05 0.03
H -0.5080 -2.3129 5.1688 0.07 0.02 0.05
H 2.1256 -0.0447 6.6297 0.03 -0.01 -0.06
H 2.7527 0.5360 5.0865 -0.02 -0.05 0.04
H 3.0587 -1.1404 5.5951 -0.08 0.06 0.00
H -0.8845 -1.1661 3.3709 -0.06 -0.10 0.09
H -0.5026 -2.9042 1.9194 -0.09 0.00 0.09
H -1.9362 -5.6140 -1.5041 0.05 0.05 0.00
H 0.1023 -6.2353 -2.7347 0.02 0.05 0.06
H 2.1634 -4.9050 -2.4268 -0.08 0.02 0.04
H 2.3141 -1.7564 -0.4997 -0.03 0.11 -0.03
H 3.8671 -3.6429 -2.3403 -0.02 0.10 0.01
H 4.3509 -2.0379 -1.7960 -0.04 -0.06 -0.02
H 2.9754 -2.2138 -2.9033 0.07 -0.03 0.06
H 3.4583 -4.5128 0.0778 0.02 0.06 0.02
H 2.6395 -3.4447 1.2296 0.05 -0.02 -0.07
H 4.2184 -2.9820 0.5624 -0.08 -0.03 -0.02
H -2.2748 -2.7069 0.7473 -0.02 0.21 0.04
H -2.9393 -5.6658 0.5725 0.03 0.06 0.05
H -3.5742 -4.4907 1.7328 0.04 -0.03 -0.04
H -1.8602 -4.9461 1.7727 -0.07 0.00 -0.04
H -3.7575 -4.2130 -1.4436 0.00 0.05 0.03
H -3.4097 -2.4800 -1.4229 0.02 0.04 -0.09
H -4.4926 -3.1761 -0.2105 0.06 -0.02 -0.05
C 6.0921 0.1175 -3.2820 -0.09 0.01 0.03
C 4.8607 1.0250 -3.2052 0.12 -0.09 0.01
C 4.0306 0.8164 -1.9800 -0.08 0.00 0.28
N 2.7559 0.7144 -1.9768 -0.34 0.06 0.26
N 2.1813 0.5820 -0.7201 0.84 0.12 0.25
C 3.0969 0.5539 0.2364 -0.10 0.05 -0.67
N 2.8653 0.3518 1.5397 -0.20 -0.02 -0.07
S 4.7158 0.7377 -0.3720 0.03 -0.02 0.04
H 6.6560 0.3242 -4.1925 -0.02 -0.01 0.05
H 5.8027 -0.9356 -3.2900 0.03 0.08 0.00
H 6.7603 0.2807 -2.4318 -0.03 -0.02 -0.06
H 4.2021 0.8575 -4.0565 -0.03 0.01 -0.02
H 5.1751 2.0715 -3.2405 -0.02 0.01 0.01
H 1.9012 0.3619 1.8844 -0.16 0.01 -0.04
H 3.6226 0.3976 2.1935 0.03 0.02 0.06
```
Forces are in eV/Å.

The calculation puts the maximum force at 0.02251 hartree/bohr. Its multiplicity is 2. The HOMO energy (alpha / beta) is -6.154 / -7.819 eV. As for the total energy: -144078.7899 eV. The LUMO energy (alpha / beta) comes out at 0.3 / -0.1 eV. As for the HOMO-LUMO gap (alpha / beta): 6.4357 / 7.7407 eV. The calculation puts the energy relative to the best compared isomer or geometry (same formula, charge and spin) at 0.409 eV.



The following is a DFT calculation (ωB97M-V/def2-TZVPD) of C15H23ClIrN2S as an isolated structure at a distorted geometry.

XYZ file:
```
43
Properties=species:S:1:pos:R:3:forces:R:3
C 0.2227 0.7598 -5.2020 0.13 0.10 1.14
C 1.5586 1.2011 -4.7533 0.67 0.31 -0.47
C -0.0305 -0.6849 -5.1893 -0.09 -0.65 -0.74
C -0.9008 1.6527 -4.8667 -0.38 0.47 -0.72
Cl 0.4143 1.2702 -0.3095 0.57 2.10 -1.51
H -0.0645 -1.0995 -6.2075 -0.05 -0.13 0.13
H -1.0146 -0.8853 -4.7421 0.31 -0.32 0.05
H 0.8041 -1.1933 -4.6847 -0.44 -0.22 0.03
H 2.1840 1.5679 -5.5813 0.00 -0.02 0.13
H 2.1021 0.3475 -4.3211 0.08 0.40 0.13
H 1.4537 2.0455 -4.0560 0.33 -0.28 0.03
H -1.2575 2.1728 -5.7649 -0.18 0.11 0.11
H -0.5637 2.4350 -4.1767 -0.38 -0.09 0.08
H -1.7499 1.0707 -4.4907 -0.02 0.31 0.16
C 1.2520 -1.2856 2.0801 1.95 -1.64 0.63
C 0.9607 -2.3722 1.1571 1.21 -0.70 0.01
C 1.5088 -1.9998 -0.1242 -0.43 -0.24 1.06
H 0.3923 -3.2503 1.4056 0.09 -0.23 -0.12
C 2.3061 -0.8144 0.0536 1.01 0.09 1.13
C 2.1069 -0.3501 1.3792 0.96 -0.65 -0.95
H 2.4092 0.6075 1.7650 0.41 -0.07 0.03
H 1.0616 -1.2330 3.1275 0.67 -0.52 0.13
H 1.4179 -2.5123 -1.0848 -0.18 0.00 0.53
H 2.9723 -0.3753 -0.6895 -0.54 0.04 0.18
C -1.7122 0.9244 1.6148 -0.94 -0.29 -0.35
C -1.5929 -0.4037 2.1984 -1.73 -0.32 0.86
C -2.1237 -1.3750 1.2536 -0.81 -0.04 0.50
H -1.3144 -0.5907 3.2213 -0.92 0.06 -0.26
C -2.4151 -0.6433 0.0538 -0.12 -0.42 1.00
C -2.3105 0.7597 0.3334 -0.31 0.89 0.96
H -2.6504 1.5556 -0.3318 0.48 -0.31 0.16
H -1.3468 1.8298 2.1133 -0.58 -0.40 -0.54
H -2.2435 -2.4408 1.5100 -0.02 0.73 -0.59
H -2.7958 -0.9900 -0.9037 0.24 -0.34 0.32
Ir -0.1019 -0.5496 0.8675 -1.19 2.06 -4.60
N 0.2700 1.3808 6.2592 -0.20 -0.09 -1.59
C 0.2833 0.8374 5.0193 -0.83 -1.71 3.20
N -0.1196 -0.4526 5.0135 0.53 0.42 -0.72
S 0.7755 1.7585 3.6953 0.24 0.21 -0.45
H -0.3182 0.9661 6.9823 0.34 0.22 -0.17
H 0.4550 2.3609 6.3079 0.12 0.56 0.53
H -0.0378 -1.0342 4.1903 -0.07 0.31 0.55
H -0.2469 -0.9681 5.8777 0.06 0.29 0.02
```
Forces are in eV/Å.

The calculation puts the maximum force at 0.10078 hartree/bohr. The total charge is +2. Its multiplicity is 6. The HOMO energy (alpha / beta) is -10.709 / -15.467 eV. As for the total energy: -45080.7471 eV. The LUMO energy (alpha / beta) comes out at -7.2 / -11.1 eV. As for the HOMO-LUMO gap (alpha / beta): 3.5107 / 4.3421 eV. The calculation puts the energy relative to the best compared isomer or geometry (same formula, charge and spin) at 1.418 eV.



The following is a DFT calculation (ωB97M-V/def2-TZVPD) of a 3-piece molecular cluster, C3H7NO2 overall at a distorted geometry.

XYZ file:
```
13
Properties=species:S:1:pos:R:3:forces:R:3
C -0.9131 1.8396 0.3165 -0.08 0.14 0.02
C -1.1933 0.4477 -0.0135 -0.56 -0.82 -0.32
N -1.5185 -0.6183 -0.3150 0.17 1.15 0.24
H -1.8766 2.3140 0.5037 0.11 0.15 0.02
H -0.2889 1.9432 1.2078 -0.11 -0.12 -0.13
H -0.4270 2.3338 -0.5284 -0.07 -0.06 0.12
C 1.5899 -0.1034 0.1638 0.15 -0.14 -0.36
O 1.8038 -0.7768 -0.8135 0.04 0.38 0.47
H 1.2067 -0.5299 1.1091 0.07 -0.07 -0.13
H 1.7513 0.9932 0.1439 0.11 -0.15 0.02
O -0.0149 -2.9375 -0.3546 0.14 -0.17 -0.20
H -0.7897 -2.6112 -0.8284 0.06 -0.06 0.27
H 0.6702 -2.2943 -0.5914 -0.02 -0.25 -0.01
```
Forces are in eV/Å.

The calculation puts the maximum force at 0.02299 hartree/bohr. Its multiplicity is 1. The HOMO energy is -10.221 eV. As for the total energy: -8808.2233 eV. The LUMO energy comes out at 0.3 eV. As for the SMILES: CC#N.C=O.O. As for the HOMO-LUMO gap: 10.4863 eV. The calculation puts the energy relative to the best compared isomer or geometry (same formula, charge and spin) at 2.306 eV.



The following is a DFT calculation (ωB97M-V/def2-TZVPD) of N2P2S as an isolated structure at a distorted geometry.

XYZ file:
```
5
Properties=species:S:1:pos:R:3:forces:R:3
N -1.1664 1.1117 0.6020 -1.66 -0.06 -1.28
N 0.4459 -0.7061 -0.7983 -1.28 -1.27 -1.33
P -0.0050 1.0791 1.4876 1.39 0.15 1.36
P -0.8639 -0.7094 -1.5274 0.42 0.81 0.47
S 1.5893 -0.7752 0.2361 1.13 0.37 0.77
```
Forces are in eV/Å.

The calculation puts the maximum force at 0.04349 hartree/bohr. Its multiplicity is 1. The HOMO energy (alpha / beta) is -8.986 / -8.986 eV. As for the total energy: -32390.6903 eV. The LUMO energy (alpha / beta) comes out at -0.9 / -0.9 eV. As for the HOMO-LUMO gap (alpha / beta): 8.0725 / 8.0716 eV. The calculation puts the energy relative to the best compared isomer or geometry (same formula, charge and spin) at 2.615 eV.



The following is a DFT calculation (ωB97M-V/def2-TZVPD) of an isolated molecule of C5H9NO2 at a distorted geometry.

XYZ file:
```
17
Properties=species:S:1:pos:R:3:forces:R:3
C -0.4656 -0.4218 -1.0107 0.98 0.42 0.53
C -2.3613 -0.4387 0.4736 3.36 1.02 0.07
C 0.3741 -0.0605 0.2869 0.19 0.18 -0.82
C 1.7279 -0.7902 0.1207 -0.38 0.20 0.16
C 0.6149 1.4636 0.3200 -0.10 -0.30 0.04
N -1.8713 -0.4179 -0.7724 -0.77 -1.58 -0.94
O -0.2665 -0.5136 1.3814 -2.86 -0.31 -0.28
O -2.4408 0.7717 -0.0616 -0.44 0.64 1.04
H -0.2406 0.2567 -1.8334 -0.07 -0.12 -0.11
H -0.2533 -1.4488 -1.3167 -0.06 0.00 -0.01
H -2.9997 -1.0059 1.1071 -0.22 -0.30 0.46
H 1.5791 -1.8657 0.1726 -0.03 -0.10 -0.03
H 2.3811 -0.4957 0.9376 0.11 0.03 0.03
H 2.1933 -0.5258 -0.8252 0.16 0.01 -0.14
H 1.1988 1.7821 -0.5414 0.07 0.13 -0.10
H 1.1596 1.7094 1.2277 0.09 0.03 0.08
H -0.3296 2.0010 0.3337 -0.03 0.06 0.00
```
Forces are in eV/Å.

The calculation puts the maximum force at 0.06829 hartree/bohr. Its multiplicity is 1. The HOMO energy (alpha / beta) is -8.832 / -8.830 eV. As for the total energy: -10910.4789 eV. The LUMO energy (alpha / beta) comes out at -0.2 / -0.2 eV. As for the HOMO-LUMO gap (alpha / beta): 8.6092 / 8.6041 eV. The calculation puts the energy relative to the best compared isomer or geometry (same formula, charge and spin) at 6.097 eV.